A cluster of 9 separate species, C40H85N13O2P2 in total in a non-equilibrium geometry, computed with wB97M-V/def2-TZVPD.

HOMO-LUMO gap   0.331 Eh
Spin multiplicity   1
HOMO energy   -8.41 eV
SMILES   CN(C)P(=O)(N(C)C)N(C)C.CN(C)P(=O)(N(C)C)N(C)C.CCCC#N.CCCC#N.CCCC#N.CCCC#N.CCCC#N.CCCC#N.CCCC#N
Net charge   0
Total energy   -84903.181 eV

Geometry as XYZ:
```
142
Properties=species:S:1:pos:R:3:forces:R:3:mulliken_charge:R:1
C 2.5794 -1.6868 1.3141 0.870 -0.398 1.950 -0.407
N 2.1564 -2.7830 0.5294 -0.097 -2.014 -1.106 1.043
C 1.0215 -2.4374 -0.3700 0.586 -0.529 0.664 -0.590
P 2.6916 -4.4014 0.5449 -0.147 1.425 -1.372 0.076
O 1.6500 -5.3368 0.1103 -0.839 -0.535 0.327 -0.968
N 3.9130 -4.4633 -0.5579 0.284 2.010 0.139 0.654
C 4.3408 -5.6234 -1.2512 0.837 -1.031 -0.041 -1.135
C 4.8544 -3.3281 -0.6249 1.310 -2.830 0.903 -1.174
N 3.3847 -4.6415 2.0277 -0.910 -0.689 1.080 0.257
C 2.4128 -4.5999 3.1424 -0.019 0.035 1.132 -0.899
C 4.4859 -5.6103 2.1815 -0.231 0.071 0.336 -0.897
H 3.1199 -0.8821 0.8181 -0.363 0.204 -0.498 -0.655
H 3.2640 -1.9729 2.1425 -0.295 -0.246 -0.568 0.410
H 1.6788 -1.3760 1.8169 -0.228 1.112 0.280 0.395
H 0.6334 -3.3356 -0.8360 0.014 -0.150 -0.066 0.654
H 1.3075 -1.7247 -1.1392 0.062 0.188 -0.035 0.052
H 0.2313 -2.0118 0.2512 -0.154 0.138 -0.080 -0.506
H 3.7842 -6.5056 -0.9380 -0.396 0.164 -0.379 0.304
H 4.3455 -5.4737 -2.3396 -0.287 -0.207 0.155 0.288
H 5.3761 -5.8651 -0.9713 0.123 0.039 -0.074 0.418
H 5.5078 -3.3764 0.2566 -0.262 0.640 0.348 0.274
H 5.5867 -3.5623 -1.3759 0.024 0.115 -0.902 0.568
H 4.4488 -2.3832 -0.7891 -0.942 1.454 -0.145 0.071
H 2.9635 -4.6008 4.1009 -0.023 -0.034 -0.439 0.419
H 1.8813 -3.6515 3.1403 -0.016 0.193 -0.248 0.140
H 1.6067 -5.3716 3.2738 0.922 0.126 -0.837 0.257
H 4.7214 -5.6890 3.2485 0.161 0.346 -0.211 0.342
H 5.3204 -5.2324 1.6236 0.654 0.194 -0.063 0.296
H 4.3679 -6.6544 1.8660 -0.770 0.172 -0.258 0.292
C -1.0056 -1.4051 -5.7632 0.979 -0.029 0.110 -1.090
N -0.6836 -1.0239 -4.4162 -0.388 0.860 -0.489 0.188
C -1.6644 -1.4713 -3.4633 1.585 -0.176 1.563 -0.007
P 0.7510 -0.2669 -4.0281 -1.443 -0.351 -0.122 -0.059
O 0.7031 0.0710 -2.5920 0.347 -0.075 0.548 -0.090
N 1.8389 -1.3513 -4.6431 0.780 -0.783 0.655 0.081
C 3.2333 -1.0227 -4.3455 -0.502 0.046 1.346 -0.735
C 1.6309 -2.7835 -4.3070 -1.612 0.609 -2.977 -0.837
N 1.1087 1.0749 -4.9048 -1.131 1.414 -0.423 0.541
C 0.4344 2.3789 -4.5332 0.917 -1.002 1.278 -1.227
C 1.3838 1.0771 -6.3347 1.517 0.699 0.105 -1.384
H -0.1382 -1.0880 -6.3475 -0.481 -0.379 -0.609 0.295
H -1.9262 -0.9472 -6.1059 -0.164 0.280 -0.205 0.327
H -1.1429 -2.4899 -5.7917 0.139 -0.142 -0.389 0.420
H -2.6377 -1.5580 -3.9162 -0.352 -0.034 -0.196 0.587
H -1.6801 -0.7108 -2.6627 -0.168 -0.907 -0.095 -0.869
H -1.3179 -2.4726 -3.0611 -0.850 0.899 -0.079 0.161
H 3.4780 0.0100 -4.6215 0.016 -0.338 0.397 0.349
H 3.3566 -1.2747 -3.2416 0.477 0.820 -1.048 -0.111
H 3.8451 -1.7071 -4.8834 0.733 -0.431 -0.556 0.502
H 0.5457 -2.9252 -4.2140 0.476 -0.318 0.236 0.326
H 1.9579 -3.3847 -5.1878 -0.139 0.320 0.548 0.264
H 2.1583 -3.1403 -3.4782 0.784 -0.199 1.650 0.190
H 1.2142 3.1263 -4.6267 -0.110 0.455 -0.452 0.499
H -0.4289 2.5381 -5.1568 -0.173 0.264 -0.296 0.435
H 0.1216 2.4571 -3.4661 0.188 -0.629 -0.760 -0.025
H 1.7129 0.1188 -6.6558 0.289 -0.876 -0.196 0.544
H 2.2124 1.7812 -6.5810 -0.317 -0.315 0.426 0.312
H 0.5983 1.3895 -6.9949 -1.055 0.128 0.035 0.308
C -1.5310 -2.9492 2.6101 0.430 -1.014 -0.586 -0.905
C -1.4272 -4.3291 1.8747 -0.371 0.605 1.229 0.263
C -2.5293 -4.7113 0.9043 0.129 2.068 -0.088 -0.661
C -2.6591 -3.6755 -0.1167 -1.523 2.888 -2.497 0.165
N -2.9348 -2.8075 -0.8667 1.109 -2.604 2.211 -0.425
H -1.5437 -2.0787 1.9625 0.211 0.023 -0.328 -0.139
H -0.6471 -2.9418 3.2415 0.148 0.450 0.118 0.300
H -2.3780 -2.8399 3.2643 -0.549 -0.288 0.226 0.528
H -1.4751 -5.0751 2.6575 0.217 -0.317 0.275 0.418
H -0.4459 -4.4187 1.4231 0.094 -0.023 -0.341 -0.275
H -3.5112 -4.7842 1.3452 -0.288 -0.067 0.468 0.348
H -2.3280 -5.6046 0.4071 0.479 -1.699 -0.678 0.396
C 1.5299 3.0215 8.2631 0.188 0.175 -0.074 -1.051
C 0.4782 2.6527 9.3406 0.161 0.255 0.621 -0.342
C -0.9395 2.5861 8.7604 0.726 -0.152 -2.114 -0.519
C -0.9536 1.7280 7.5407 -0.269 0.858 2.507 0.190
N -0.9661 0.9913 6.6808 0.020 -1.223 -1.757 -0.409
H 1.7337 2.1920 7.5564 -0.010 0.174 0.682 0.316
H 2.4940 3.3715 8.7279 -0.996 -0.391 -0.524 0.305
H 1.1349 3.8092 7.5881 0.246 -0.095 0.605 0.300
H 0.3992 3.4414 10.1082 0.383 -0.147 -0.260 0.281
H 0.7619 1.7392 9.9050 -0.241 0.353 -0.568 0.286
H -1.1744 3.5555 8.3236 -0.141 0.381 0.374 0.250
H -1.7459 2.3015 9.4123 -0.100 -0.233 0.431 0.410
C 3.6605 3.3925 -2.1218 -0.216 0.953 -1.333 -1.742
C 3.2172 2.1793 -1.3385 0.862 0.504 0.357 1.492
C 4.4628 1.3121 -0.9902 -0.027 -0.449 1.057 1.107
C 5.2490 0.9909 -2.1959 0.809 1.264 -1.088 0.012
N 5.8304 0.9794 -3.2015 -0.710 -0.465 1.335 -0.599
H 2.8833 4.1554 -2.2109 -0.087 -0.018 0.473 0.440
H 3.8942 3.2206 -3.1872 -0.010 -0.606 0.408 0.344
H 4.5610 3.8636 -1.7460 0.117 0.138 0.461 0.414
H 2.5304 1.6095 -1.9345 -0.451 -0.488 -0.199 -0.789
H 2.6778 2.5149 -0.4265 0.517 -0.430 -0.346 -0.027
H 4.1297 0.3266 -0.6434 -0.050 0.206 0.367 -1.135
H 5.1088 1.7693 -0.1497 -0.831 -0.628 -1.556 0.442
C -3.9857 1.9777 -0.8197 0.185 -0.003 1.210 -1.550
C -3.5796 0.5918 -1.2909 0.121 -0.062 1.578 1.109
C -4.7142 -0.1828 -1.8815 -0.193 -0.237 -0.241 -0.652
C -5.6740 -0.2587 -0.8155 -0.146 -0.123 -0.430 0.251
N -6.2786 -0.1318 0.1408 -1.073 -0.269 0.976 -0.559
H -3.2093 2.3324 -0.1348 -0.179 0.151 0.040 0.208
H -4.9694 2.0567 -0.2941 0.849 -0.375 -0.416 0.429
H -3.9862 2.6614 -1.6299 -0.119 0.694 -0.960 0.403
H -3.1557 -0.0091 -0.4570 -0.334 0.329 -0.314 -0.322
H -2.8160 0.6196 -2.0150 0.999 0.547 -0.872 0.012
H -4.3729 -1.1746 -2.1350 -0.068 -0.314 -0.351 0.222
H -5.1262 0.3529 -2.7328 -0.158 -0.163 -0.207 0.466
C 0.9960 1.9218 2.3216 -1.314 -0.467 -0.264 -1.338
C -0.0763 0.9542 1.7387 -0.178 0.645 -0.911 -0.565
C -0.0521 0.8621 0.1771 0.754 0.471 1.202 2.931
C -0.1794 2.1915 -0.4074 -1.148 0.695 -0.600 -0.729
N -0.3707 3.2389 -0.8581 0.379 -0.665 0.346 -0.533
H 0.7361 2.0591 3.3852 0.650 -0.052 -0.337 0.435
H 0.9274 2.8997 1.8285 0.071 -0.184 0.121 0.285
H 1.9895 1.4951 2.1382 -0.106 0.171 0.379 0.210
H -1.1075 1.2681 1.9392 0.250 0.236 0.513 0.399
H 0.0264 -0.0315 2.1816 0.087 -0.196 -0.093 0.118
H -0.7632 0.1493 -0.2071 -0.493 0.075 -0.267 -0.289
H 0.8925 0.5384 -0.1958 0.909 -0.616 -0.147 -0.859
C -4.8743 1.4437 2.6108 0.938 -0.221 0.877 -0.699
C -5.2297 1.3562 4.1301 1.515 0.027 -0.671 -0.952
C -4.0038 1.3110 5.1006 -1.524 0.049 -0.736 -0.055
C -3.3525 2.5807 5.0570 0.158 -0.336 0.381 0.166
N -2.9010 3.6245 5.0696 0.651 1.370 -0.100 -0.565
H -4.2807 2.3672 2.4128 -0.555 -0.502 0.151 0.306
H -5.8016 1.4567 2.0598 -0.083 0.069 -0.355 0.342
H -4.2534 0.5957 2.2318 -0.563 0.423 0.414 0.146
H -5.7846 0.4695 4.4104 -0.605 0.016 -0.405 0.380
H -5.7439 2.2846 4.3493 -0.586 -0.139 0.296 0.348
H -3.3166 0.5305 4.8359 0.326 -0.501 0.094 0.272
H -4.4388 1.1729 6.0907 0.452 -0.185 0.164 0.295
C -4.4055 6.7651 -3.0382 0.757 0.140 0.438 -1.209
C -3.2981 6.2652 -2.0804 0.201 0.071 -0.883 -0.335
C -1.9984 5.8044 -2.7864 -0.886 0.457 -0.388 -0.273
C -2.3161 4.6071 -3.5556 0.896 -0.002 0.156 0.319
N -2.5083 3.6565 -4.1645 -0.386 -0.314 -0.225 -0.559
H -4.6069 6.0530 -3.8196 -0.339 -0.511 -0.152 0.359
H -4.1240 7.6776 -3.5567 0.394 0.187 0.016 0.324
H -5.3043 7.0322 -2.4969 -0.276 -0.295 0.127 0.340
H -3.6144 5.3968 -1.4946 -0.233 0.397 0.176 0.188
H -2.9740 7.0763 -1.4526 -0.220 0.255 0.668 0.361
H -1.2360 5.6224 -2.0351 0.138 -0.378 -0.098 0.181
H -1.6268 6.5605 -3.4938 -0.096 -0.100 0.232 0.377
```
Positions in Å, forces in eV/Å.